1.
{
  "formula": "C41H46P2Pd",
  "method": "ωB97M-V/def2-TZVPD",
  "species": ["Pd", "C", "C", "C", "C", "C", "C", "C", "C", "C", "H", "H", "H", "H", "H", "H", "H", "H", "H", "H", "H", "H", "H", "H", "H", "P", "P", "C", "C", "C", "C", "C", "C", "C", "C", "C", "C", "C", "C", "C", "C", "C", "C", "C", "C", "C", "C", "C", "C", "C", "C", "C", "C", "H", "H", "H", "H", "H", "H", "H", "H", "H", "H", "H", "H", "H", "H", "H", "H", "H", "H", "H", "H", "H", "H", "C", "C", "C", "C", "C", "C", "H", "H", "H", "H", "H", "H", "H", "H", "H"],
  "coordinates": [[1.2858, -0.4529, 3.3951], [2.2424, -4.6751, 2.8202], [2.1122, -3.5779, 2.0288], [0.9774, -3.2767, 1.0754], [-0.1324, -2.2857, 1.5407], [-0.3859, -2.1698, 3.0308], [-0.4276, -3.2106, 3.9339], [-0.1355, -4.6228, 3.6226], [1.3293, -4.9758, 3.9865], [0.4120, 0.9943, 4.3647], [3.1040, -5.3476, 2.7016], [2.8231, -2.7310, 2.1258], [0.5380, -4.2377, 0.7399], [1.4311, -2.8327, 0.1721], [0.1015, -1.2734, 1.1687], [-1.0661, -2.6014, 1.0500], [-1.0055, -1.2914, 3.2995], [-0.6135, -2.9655, 4.9796], [-0.3329, -4.7937, 2.5530], [-0.8115, -5.2809, 4.1932], [1.6809, -4.3393, 4.8455], [1.4096, -6.0505, 4.2715], [1.0812, 1.4219, 5.1162], [-0.4558, 0.4440, 4.7763], [0.1830, 1.6515, 3.5173], [0.1831, 1.9243, -4.1120], [-2.0087, 2.7789, -3.2635], [-1.1036, 0.8367, -4.7264], [-2.2848, 1.4989, -4.5272], [1.0999, 2.4633, -5.5773], [1.1047, 1.7041, -6.7644], [1.9706, 2.0585, -7.8085], [2.7875, 3.1946, -7.6861], [2.6943, 4.0153, -6.5518], [1.8302, 3.6697, -5.5123], [1.2397, 0.8664, -3.0912], [0.7957, 0.4065, -1.8328], [1.5494, -0.5691, -1.1775], [2.6895, -1.1122, -1.7661], [3.1841, -0.5620, -2.9507], [2.4808, 0.4544, -3.6008], [-3.1631, 4.0669, -3.9462], [-2.8090, 4.7281, -5.1419], [-3.8183, 5.2586, -5.9456], [-5.1571, 5.1861, -5.5248], [-5.4726, 4.7157, -4.2440], [-4.4597, 4.2127, -3.4275], [-2.9380, 2.0528, -1.8540], [-3.1160, 2.8236, -0.6878], [-4.1376, 2.4961, 0.2124], [-4.9556, 1.3811, -0.0322], [-4.6570, 0.5189, -1.0951], [-3.6016, 0.8169, -1.9610], [-0.9233, -0.1618, -5.1423], [-3.2586, 1.4107, -5.0335], [0.4508, 0.8410, -6.8707], [2.0094, 1.4460, -8.7110], [3.4879, 3.4482, -8.4828], [3.3019, 4.9256, -6.4796], [1.7186, 4.3169, -4.6353], [-0.1157, 0.8186, -1.3852], [1.2458, -0.8948, -0.1841], [3.2074, -1.9462, -1.2944], [4.1173, -0.9136, -3.3794], [2.8754, 0.9346, -4.5036], [-1.7604, 4.7955, -5.4359], [-3.5698, 5.7219, -6.9022], [-5.9541, 5.5123, -6.1930], [-6.5030, 4.7350, -3.8793], [-4.6827, 3.9090, -2.4039], [-2.4761, 3.6902, -0.5170], [-4.3047, 3.1179, 1.0919], [-5.8092, 1.1791, 0.6153], [-5.2484, -0.3854, -1.2607], [-3.3311, 0.1140, -2.7525], [3.1629, -1.5711, 8.4163], [2.6294, -2.5601, 7.3662], [3.7245, -3.5573, 6.9781], [1.4157, -3.2722, 7.9799], [2.1936, -1.9311, 6.1132], [1.8920, -1.3653, 5.0556], [3.4815, -2.1622, 9.2822], [2.3698, -0.8851, 8.7357], [4.0246, -1.0086, 8.0440], [4.0512, -4.1678, 7.8299], [3.3492, -4.2377, 6.1968], [4.5941, -2.9866, 6.6125], [0.6919, -2.5059, 8.2974], [0.9563, -3.9575, 7.2551], [1.7142, -3.8513, 8.8640]],
  "spin_multiplicity": 5,
  "molar_mass_g_mol": 707.2,
  "total_energy_ev": -65295.0028,
  "de_lowest_ev": 0.7106,
  "homo_lumo_gap_ev": [5.2, 5.7],
  "charge": 2,
  "s_squared": 6.031,
  "homo_energy_ev": [-11.46, -13.48]
}

***

2.
{
  "formula": "C24H30N6O2",
  "method": "ωB97M-V/def2-TZVPD",
  "species": ["C", "C", "C", "C", "C", "C", "C", "C", "H", "H", "H", "H", "N", "C", "O", "C", "C", "C", "C", "N", "N", "C", "C", "H", "H", "H", "C", "N", "N", "C", "N", "C", "H", "H", "C", "O", "C", "H", "C", "H", "H", "H", "H", "H", "C", "C", "H", "H", "C", "H", "H", "H", "H", "H", "H", "H", "H", "H", "H", "H", "H", "H"],
  "coordinates": [[2.2135, 2.0760, -1.7187], [0.8425, 1.4885, -1.8609], [-0.2602, 2.1379, -1.3250], [-1.5307, 1.6085, -1.4355], [-1.7243, 0.4069, -2.1090], [-0.6295, -0.2395, -2.6684], [0.6487, 0.2807, -2.5368], [1.8150, -0.4727, -3.0966], [2.4067, 0.1588, -3.7576], [1.4772, -1.3429, -3.6525], [2.4606, -0.8084, -2.2848], [-0.7827, -1.1666, -3.1960], [-3.0192, -0.1276, -2.1316], [-3.4171, -1.3799, -2.5026], [-2.7807, -2.1226, -3.2157], [-4.7410, -1.7807, -1.8702], [-4.4475, -2.4356, -0.4984], [-3.4966, -1.6033, 0.2962], [-2.1185, -1.6938, 0.3190], [-1.6775, -0.6165, 1.0354], [-2.7020, 0.1393, 1.4716], [-3.8042, -0.4379, 1.0406], [-5.1482, 0.1175, 1.3528], [-5.7427, -0.6172, 1.8946], [-5.0379, 1.0070, 1.9665], [-5.6869, 0.3781, 0.4419], [-0.3800, -0.1661, 1.2193], [0.6192, -0.9100, 0.7871], [1.8460, -0.5062, 0.9005], [2.1515, 0.6707, 1.4541], [3.4679, 1.0230, 1.4273], [4.0498, 2.0336, 2.2824], [3.3134, 2.7739, 2.5857], [4.8405, 2.5367, 1.7150], [4.6709, 1.3634, 3.5171], [5.6366, 0.4113, 3.1400], [5.0797, -0.5827, 2.3045], [5.8989, -1.2550, 2.0474], [4.4589, 0.0334, 1.0463], [3.9711, -0.7348, 0.4489], [5.2359, 0.5378, 0.4630], [4.3049, -1.1422, 2.8498], [5.1892, 2.0950, 4.1392], [3.8740, 0.8814, 4.1064], [1.1280, 1.5104, 1.9587], [-0.1628, 1.0826, 1.8359], [-1.0067, 1.6549, 2.1834], [1.3444, 2.4620, 2.4177], [-1.2146, -2.7079, -0.2658], [-1.7806, -3.4030, -0.8795], [-0.4557, -2.2247, -0.8768], [-0.6966, -3.2534, 0.5215], [-4.0147, -3.4222, -0.6684], [-5.3878, -2.5613, 0.0425], [-5.2421, -2.5028, -2.5146], [-5.3869, -0.9110, -1.7413], [-3.6712, 0.3984, -1.5651], [-2.3709, 2.1169, -0.9831], [-0.1226, 3.0718, -0.7981], [2.1852, 2.9733, -1.1049], [2.8914, 1.3595, -1.2581], [2.6189, 2.3389, -2.6960]],
  "smiles": "Cc1ccc(NC(=O)CCc2c(C)nn(-c3ccc(N4CCOCC4)nn3)c2C)cc1C",
  "molar_mass_g_mol": 434.5,
  "total_energy_ev": -38410.6347,
  "de_lowest_ev": 1.9853,
  "homo_lumo_gap_ev": 8.4,
  "homo_energy_ev": -7.75
}

***

3.
{
  "formula": "C41H73IN2O18PS8",
  "method": "ωB97M-V/def2-TZVPD",
  "species": ["C", "C", "N", "C", "C", "P", "N", "O", "C", "C", "C", "C", "C", "O", "I", "H", "H", "H", "H", "H", "H", "H", "H", "H", "C", "C", "C", "S", "O", "O", "C", "H", "H", "H", "H", "H", "H", "H", "H", "C", "C", "C", "S", "O", "O", "C", "H", "H", "H", "H", "H", "H", "H", "H", "C", "C", "C", "S", "O", "O", "C", "H", "H", "H", "H", "H", "H", "H", "H", "C", "C", "C", "S", "O", "O", "C", "H", "H", "H", "H", "H", "H", "H", "H", "C", "C", "C", "S", "O", "O", "C", "H", "H", "H", "H", "H", "H", "H", "H", "C", "C", "C", "S", "O", "O", "C", "H", "H", "H", "H", "H", "H", "H", "H", "C", "C", "C", "S", "O", "O", "C", "H", "H", "H", "H", "H", "H", "H", "H", "C", "C", "C", "S", "O", "O", "C", "H", "H", "H", "H", "H", "H", "H", "H"],
  "coordinates": [[2.4496, -1.7396, 0.2919], [1.9430, -0.6891, 0.0059], [1.3798, 0.6002, 0.1967], [0.0245, 0.6650, 0.3269], [-0.6309, 1.8745, 0.5700], [-2.4954, 2.0469, 0.7428], [-3.1233, 0.5055, 1.1749], [-2.7426, 3.0429, 2.0616], [0.1705, 3.0591, 0.6743], [1.5786, 2.9377, 0.4998], [2.1887, 1.6842, 0.2631], [3.7002, 1.5955, 0.0926], [4.4542, 1.7039, 1.4600], [4.6993, 0.7522, 2.1121], [5.1309, 3.6320, 2.2153], [3.0429, -2.6499, 0.5730], [-0.5634, -0.2609, 0.2431], [-2.7784, -0.2183, 0.5380], [-4.1370, 0.4904, 1.0257], [-2.7887, 3.9560, 1.7432], [-0.3290, 4.0147, 0.8775], [2.1741, 3.8624, 0.5832], [4.0213, 0.6301, -0.3515], [4.0212, 2.3921, -0.6098], [3.3979, -7.6909, -0.4137], [1.9169, -7.9659, -0.7007], [1.1538, -6.6608, -0.4605], [2.3131, -5.3371, -0.7799], [2.5574, -4.6219, 0.4614], [1.9313, -4.6456, -1.9905], [3.7215, -6.3809, -1.1250], [4.0360, -8.5026, -0.7620], [3.5506, -7.5793, 0.6630], [1.7995, -8.2748, -1.7422], [1.5260, -8.7680, -0.0764], [0.3062, -6.5614, -1.1290], [0.8230, -6.5757, 0.5720], [4.6326, -5.9072, -0.7636], [3.7741, -6.5209, -2.2051], [-5.5817, -1.0845, 5.4915], [-5.7017, -2.6115, 5.5056], [-5.6798, -3.0865, 4.0490], [-4.7364, -1.8602, 3.1402], [-5.6194, -1.2018, 2.1996], [-3.4737, -2.4377, 2.7281], [-4.4527, -0.7652, 4.5183], [-5.3762, -0.6860, 6.4848], [-6.5179, -0.6441, 5.1368], [-4.8520, -3.0376, 6.0450], [-6.6088, -2.9409, 6.0124], [-5.1990, -4.0578, 3.9474], [-6.6821, -3.1229, 3.6232], [-4.4577, 0.2681, 4.1779], [-3.4848, -1.0137, 4.9468], [-3.4356, -5.4541, 1.0973], [-4.2445, -5.6436, -0.1907], [-3.5547, -6.7408, -1.0094], [-2.7263, -7.8037, 0.1751], [-1.2972, -7.6938, -0.0270], [-3.3925, -9.0782, 0.2224], [-3.1657, -6.8593, 1.6272], [-3.9708, -4.8475, 1.8261], [-2.4915, -4.9520, 0.8698], [-5.2612, -5.9562, 0.0606], [-4.3189, -4.7171, -0.7599], [-4.2691, -7.3303, -1.5803], [-2.7989, -6.3264, -1.6762], [-2.3548, -6.8978, 2.3522], [-4.0685, -7.3018, 2.0493], [1.0510, -0.4338, 6.0275], [0.9962, 0.0134, 7.4926], [-0.4739, 0.2761, 7.8375], [-1.4381, -0.7903, 6.7651], [-2.2065, 0.0348, 5.8590], [-2.0530, -1.8308, 7.5495], [-0.0514, -1.4756, 5.8702], [2.0270, -0.8420, 5.7649], [0.8545, 0.4203, 5.3734], [1.3874, -0.7826, 8.1306], [1.6049, 0.9004, 7.6669], [-0.6955, 0.0352, 8.8751], [-0.7563, 1.3072, 7.6277], [-0.3325, -1.6535, 4.8333], [0.2227, -2.4148, 6.3517], [1.0639, -2.0665, -4.4012], [0.2825, -1.7158, -5.6747], [-1.1546, -1.3792, -5.2517], [-1.0392, -0.7576, -3.5787], [-1.7131, -1.6762, -2.6901], [-1.3206, 0.6634, -3.5738], [0.7049, -0.9801, -3.3929], [2.1377, -2.1097, -4.5804], [0.7454, -3.0427, -4.0276], [0.7377, -0.8449, -6.1533], [0.2995, -2.5310, -6.3972], [-1.5941, -0.6173, -5.8874], [-1.7896, -2.2640, -5.2409], [0.9263, -1.2534, -2.3639], [1.1882, -0.0342, -3.6448], [-3.8298, 3.6589, -6.7391], [-4.6407, 3.4488, -8.0229], [-3.9413, 2.3518, -8.8334], [-3.0971, 1.3110, -7.6415], [-1.6726, 1.4321, -7.8484], [-3.7512, 0.0276, -7.5771], [-3.5423, 2.2629, -6.1960], [-4.3706, 4.2662, -6.0135], [-2.8918, 4.1689, -6.9748], [-5.6527, 3.1274, -7.7651], [-4.7275, 4.3687, -8.6009], [-4.6515, 1.7491, -9.3958], [-3.1923, 2.7668, -9.5067], [-2.7283, 2.2398, -5.4727], [-4.4390, 1.8150, -5.7666], [6.4240, 7.8999, 4.9594], [6.4659, 7.4418, 3.4972], [5.0800, 7.7016, 2.8950], [4.3874, 9.0827, 3.8084], [3.2382, 8.6163, 4.5429], [4.3289, 10.2384, 2.9522], [5.7529, 9.2690, 4.9465], [7.4208, 7.9476, 5.3972], [5.8289, 7.1977, 5.5493], [7.2168, 8.0216, 2.9554], [6.7416, 6.3896, 3.4117], [5.1405, 7.9624, 1.8402], [4.4184, 6.8457, 3.0285], [5.3809, 9.5756, 5.9220], [6.4201, 10.0308, 4.5423], [2.9018, 4.1732, -5.4700], [1.7115, 4.2173, -4.5062], [2.0712, 3.3532, -3.2935], [3.8619, 3.4002, -3.1583], [4.3755, 2.0742, -3.4017], [4.2319, 4.1572, -1.9814], [4.1417, 4.4004, -4.6104], [2.8159, 4.9255, -6.2530], [2.9534, 3.1918, -5.9483], [1.5410, 5.2481, -4.1859], [0.7947, 3.8664, -4.9799], [1.6309, 3.7413, -2.3764], [1.7721, 2.3149, -3.4386], [5.0654, 4.0936, -5.0970], [4.2133, 5.4402, -4.2890]],
  "molar_mass_g_mol": 1296.4,
  "total_energy_ev": -187597.1613,
  "homo_lumo_gap_ev": 6.6,
  "charge": 1,
  "homo_energy_ev": -10.61
}

***

4.
{
  "formula": "H4O2P2",
  "method": "ωB97M-V/def2-TZVPD",
  "species": ["O", "O", "P", "P", "H", "H", "H", "H"],
  "coordinates": [[2.0192, -0.2902, -0.6137], [-1.9716, -0.7477, 0.4783], [0.8055, 0.2659, 0.3060], [-1.3916, 0.4232, -0.4333], [2.4279, -1.2100, -0.4390], [-1.5283, -1.5411, 0.3184], [-1.2123, 1.4226, 0.5926], [0.8512, 1.6773, -0.2094]],
  "smiles": "O[PH]#[PH]O",
  "molar_mass_g_mol": 98.0,
  "total_energy_ev": -22736.5396,
  "de_lowest_ev": 1.3980,
  "homo_lumo_gap_ev": 8.5,
  "homo_energy_ev": -8.18
}